1.
This record from the OMol25 dataset describes 2 unconnected molecules or ions with the total composition C2H6ClN2O in a non-equilibrium geometry. The level of theory is wB97M-V/def2-TZVPD.

```
12
Properties=species:S:1:pos:R:3
C -0.2550 -0.0133 -0.9214
C 0.3272 -0.0590 0.4107
N 2.3879 2.3986 1.1140
N 1.2853 -0.8409 0.7358
O 1.1217 2.3531 0.7849
Cl 2.7290 1.9920 2.8000
H -1.1107 -0.6637 -1.2010
H -0.6446 1.0297 -1.1278
H 0.2573 -0.3232 -1.8925
H 0.8227 1.3052 0.4883
H -0.5867 0.2220 1.1148
H 1.4029 -0.9691 1.7186
```

net charge: -1
maximum force: 5.0 eV/Å
multiplicity: 1


2.
This record from the OMol25 dataset describes a molecular structure, C24H34F4N6O2STl. The level of theory is wB97M-V/def2-TZVPD.

```
72
Properties=species:S:1:pos:R:3
Tl 0.9485 0.4715 -0.5296
C 2.3050 -2.4676 1.4073
C 1.7553 -1.6236 2.5498
N 1.6656 -0.2104 2.1843
C 0.9063 0.5989 3.1318
C -1.3062 -0.3312 2.4606
S -1.8299 -2.0987 0.5854
C -0.7057 -3.4397 0.9984
C 0.5230 -3.5704 0.1068
N 1.4736 -2.4590 0.2000
H 2.4493 -3.4903 1.7801
H 3.2983 -2.0916 1.1482
H 2.3954 -1.7720 3.4296
H 0.7653 -1.9775 2.8260
H 2.5987 0.1819 2.1080
H -0.6841 1.6060 2.2906
H 1.0029 0.1904 4.1428
H -2.3610 -0.0567 2.4908
H -1.1404 -1.1701 3.1400
H -1.3276 -4.3319 0.8743
H -0.4559 -3.4014 2.0584
H 0.1900 -3.6317 -0.9304
H 1.0106 -4.5264 0.3486
H 2.0824 -2.5270 -0.6060
C 1.4550 4.2229 -0.5089
C 0.0150 3.8066 -0.2602
N -0.5623 2.9449 -1.3061
C -0.5822 3.6712 -2.5815
C -0.9965 2.8636 -3.8025
C -1.8763 2.5061 -0.8486
C -2.5250 1.3272 -1.5732
N -1.5852 0.2849 -1.9154
C -2.0071 -0.8172 -2.5273
C -1.0084 -1.7618 -2.9134
F 0.2736 -1.4786 -2.6606
C -1.3094 -2.9533 -3.5159
F -0.3186 -3.7932 -3.8274
C -2.6230 -3.3014 -3.7946
C -3.6232 -2.4097 -3.4469
F -4.8934 -2.7174 -3.6999
C -3.3440 -1.2045 -2.8414
F -4.3688 -0.4130 -2.5318
H 1.8773 4.6134 0.4161
H 2.0634 3.3692 -0.8159
H 1.5453 4.9973 -1.2688
H -0.0202 3.2497 0.6792
H -0.6099 4.7031 -0.1174
H -1.2150 4.5696 -2.4890
H 0.4336 4.0215 -2.7537
H -2.0697 2.6950 -3.8607
H -0.7158 3.4117 -4.7015
H -0.4875 1.8986 -3.8197
H -1.7617 2.2273 0.2044
H -2.6038 3.3346 -0.8625
H -3.3010 0.9343 -0.9058
H -3.0569 1.6553 -2.4672
H -2.8615 -4.2401 -4.2739
O -0.9981 -0.7579 1.0998
N -0.5047 0.7679 2.8279
N 1.4933 1.9376 3.1338
O 1.8459 2.3971 1.9987
C 1.5678 2.7429 4.2934
C 2.3448 3.8978 4.2419
C 2.4414 4.6978 5.3658
C 1.7685 4.3586 6.5329
C 0.9855 3.2139 6.5694
C 0.8753 2.4007 5.4535
H 2.8658 4.1441 3.3286
H 3.0506 5.5909 5.3319
H 1.8499 4.9875 7.4086
H 0.4451 2.9545 7.4696
H 0.2267 1.5367 5.4825
```

net charge: +1
maximum force: 0.1 eV/Å
multiplicity: 1


Which ΔE to the lowest compared entry with this formula, charge and spin belongs to each record? In order, 104.8, 0.0 kJ/mol.